The following is a quantum chemistry calculation of a cluster of 2 separate species, C6H12O in total, from the OMol25 dataset.

Geometry as XYZ:
```
19
Properties=species:S:1:pos:R:3:forces:R:3:lowdin_charge:R:1
C 1.4634 -1.1928 1.1870 -0.18 -0.06 -0.02 -0.007
C 0.1789 -1.3555 0.8857 0.20 0.03 0.06 -0.200
C -0.3342 -1.7666 -0.4691 0.02 -0.07 -0.01 -0.216
C -0.8453 -0.5644 -1.2815 0.05 0.11 -0.03 -0.162
C -1.9510 0.1821 -0.5762 -0.03 0.27 -0.01 -0.276
O -2.0327 1.3838 -0.4987 0.00 -0.53 -0.05 0.047
H 1.7786 -0.8560 2.1708 -0.06 -0.06 -0.14 0.059
H 2.2469 -1.3797 0.4546 -0.12 0.00 0.09 0.066
H -0.5736 -1.1445 1.6475 0.11 0.00 -0.10 0.106
H 0.4622 -2.2622 -1.0360 -0.12 0.09 0.09 0.112
H -1.1457 -2.4983 -0.3550 0.12 0.11 0.00 0.111
H -1.2543 -0.9215 -2.2385 0.04 0.07 0.13 0.123
H -0.0383 0.1424 -1.4979 -0.10 -0.09 0.02 0.115
H -2.7318 -0.4651 -0.1150 0.04 0.08 -0.02 0.129
C 0.9559 2.5430 0.3476 0.01 -0.01 0.00 -0.045
H -0.0715 2.8989 0.4465 0.18 -0.03 0.00 0.012
H 1.2652 2.6339 -0.6972 -0.03 0.00 0.14 0.021
H 1.6278 3.1303 0.9794 -0.11 -0.07 -0.10 0.016
H 0.9994 1.4923 0.6460 0.00 0.19 -0.04 -0.012
```
Positions in Å, forces in eV/Å.

The value obtained for the max |F| is 0.5 eV/Å. The SMILES is C=CCCC=O.C. As for the energy above the lowest of the compared OMol25 structures with the same formula, charge and spin: 31.9 kcal per mole. The value obtained for the HOMO energy is -0.361 Eh.


The following is a quantum chemistry calculation of a cluster of 2 separate species, C6H12O in total, from the OMol25 dataset.

Geometry as XYZ:
```
19
Properties=species:S:1:pos:R:3:forces:R:3:lowdin_charge:R:1
C 0.2451 0.7262 -2.1288 0.03 -0.35 -0.22 -0.061
C -0.1299 -0.2622 -1.3174 -0.05 0.17 -0.21 -0.196
C 0.7622 -0.8033 -0.2496 0.19 -0.25 -0.22 -0.221
C 0.1609 -1.5882 0.9229 -0.03 -0.14 -0.04 -0.255
C -0.3726 -0.8005 2.1192 -0.03 0.09 0.01 -0.119
H -0.3681 1.0779 -2.9501 0.00 -0.12 -0.02 0.071
H 1.2072 1.2169 -1.9911 -0.13 -0.10 -0.04 0.082
H -1.0655 -0.7946 -1.4803 -0.06 0.18 -0.01 0.116
H 1.4728 -0.0427 0.0899 -0.14 -0.03 -0.02 0.115
H 1.3254 -1.5046 -0.8737 0.43 -0.28 0.40 0.119
H 0.9447 -2.2615 1.2879 -0.09 0.03 -0.04 0.102
H -0.6322 -2.2402 0.5366 0.04 0.03 0.00 0.103
H 0.4122 -0.2057 2.5946 -0.03 -0.04 -0.12 0.072
H -1.1656 -0.1040 1.8415 0.03 -0.07 -0.03 0.062
H -0.7677 -1.4886 2.8765 0.05 0.08 -0.16 0.068
C -0.5047 2.2547 -0.3272 0.02 0.23 0.54 -0.200
O 0.0840 1.8945 0.6648 -0.29 0.52 -0.18 -0.037
H -0.0743 2.9872 -1.0363 0.00 -0.01 0.10 0.088
H -1.5339 1.9387 -0.5793 0.05 0.05 0.26 0.092
```
Positions in Å, forces in eV/Å.

The value obtained for the max |F| is 0.7 eV/Å. The SMILES is C=CCCC.C=O. As for the energy above the lowest of the compared OMol25 structures with the same formula, charge and spin: 50.8 kcal per mole. The value obtained for the HOMO energy is -0.349 Eh.


The following is a quantum chemistry calculation of an isolated molecule of C6H12O, from the OMol25 dataset.

Geometry as XYZ:
```
19
Properties=species:S:1:pos:R:3:forces:R:3:lowdin_charge:R:1
C -0.9487 2.5590 0.9339 -0.14 -0.02 0.03 -0.075
C -0.0425 1.4529 0.4337 0.26 0.34 -0.08 -0.278
O -0.5812 0.1864 0.7743 -0.03 -0.05 0.03 -0.104
C 0.4011 -0.8034 0.7641 0.14 -0.04 0.13 -0.329
C -0.0046 -2.2021 0.4475 -0.10 -0.14 0.01 -0.056
C 0.8415 -1.4222 -0.5349 0.14 -0.11 -0.06 -0.275
C 0.2174 -0.9905 -1.8391 -0.07 0.04 -0.04 -0.075
H -1.0610 2.5017 2.0199 0.04 0.01 -0.10 0.077
H -1.9447 2.4835 0.4899 0.10 -0.01 0.01 0.077
H -0.5315 3.5396 0.6769 -0.05 -0.19 0.03 0.077
H 0.9575 1.5678 0.8802 -0.13 -0.07 0.01 0.122
H 0.0922 1.5238 -0.6550 -0.04 -0.04 0.11 0.112
H 1.1576 -0.6662 1.5405 -0.08 0.00 -0.15 0.148
H -1.0409 -2.3660 0.1649 0.12 0.09 0.06 0.114
H 0.4489 -3.0137 1.0097 -0.09 0.16 -0.06 0.101
H 1.8901 -1.7087 -0.5877 -0.14 0.07 0.00 0.131
H 0.7790 -0.1719 -2.3032 -0.08 -0.12 0.05 0.073
H 0.1770 -1.8220 -2.5519 0.02 0.11 0.11 0.077
H -0.8072 -0.6478 -1.6637 0.12 -0.02 -0.07 0.083
```
Positions in Å, forces in eV/Å.

The value obtained for the max |F| is 0.4 eV/Å. The SMILES is CCO[C@H]1C[C@H]1C. As for the energy above the lowest of the compared OMol25 structures with the same formula, charge and spin: 33.4 kcal per mole. The value obtained for the HOMO energy is -0.343 Eh.


The following is a quantum chemistry calculation of an isolated molecule of C6H12O, from the OMol25 dataset.

Geometry as XYZ:
```
19
Properties=species:S:1:pos:R:3:forces:R:3:lowdin_charge:R:1
C -2.4583 -0.6885 0.3501 0.01 0.03 0.03 -0.097
C -1.0939 -0.8796 -0.3106 0.03 -0.17 -0.10 -0.232
C 0.0446 0.0048 0.2212 -0.22 -0.05 0.04 -0.346
C -0.2687 1.4202 -0.2002 -0.42 -0.17 -0.05 -0.271
O -0.7502 2.2588 0.5175 0.24 -0.01 -0.16 0.067
C 1.4176 -0.4389 -0.3164 0.05 0.30 0.15 -0.218
C 2.4679 0.5880 0.1711 -0.19 0.10 0.13 -0.098
H -3.1899 -1.3877 -0.0734 0.15 0.16 0.06 0.073
H -2.4070 -0.8756 1.4282 0.02 0.05 -0.14 0.078
H -2.8380 0.3277 0.2057 0.04 -0.12 0.04 0.072
H -0.7672 -1.9158 -0.1808 -0.07 -0.01 -0.09 0.112
H -1.1815 -0.7085 -1.3919 0.00 -0.11 0.06 0.115
H 0.0345 -0.0155 1.3235 0.10 -0.02 -0.29 0.153
H -0.1323 1.6085 -1.2944 0.09 0.09 0.18 0.143
H 1.3868 -0.5084 -1.4168 0.03 0.01 0.32 0.114
H 1.6195 -1.4511 0.0670 0.03 0.33 -0.12 0.113
H 3.4735 0.1847 0.3633 -0.50 -0.03 0.17 0.073
H 2.0190 1.0628 1.0636 0.79 -0.26 -0.05 0.078
H 2.6235 1.4142 -0.5268 -0.19 -0.12 -0.19 0.071
```
Positions in Å, forces in eV/Å.

The value obtained for the max |F| is 0.8 eV/Å. The SMILES is CCC(C=O)CC. As for the energy above the lowest of the compared OMol25 structures with the same formula, charge and spin: 12.9 kcal per mole. The value obtained for the HOMO energy is -0.355 Eh.


The following is a quantum chemistry calculation of a cluster of 2 separate species, C6H12O in total, from the OMol25 dataset.

Geometry as XYZ:
```
19
Properties=species:S:1:pos:R:3:forces:R:3:lowdin_charge:R:1
C -0.4976 -0.0119 -2.4766 -0.41 -1.09 -0.64 0.054
C 0.1260 -0.1801 -1.2746 0.25 -0.84 -5.04 -0.417
C 1.3227 -1.0970 -1.3061 -0.74 0.61 3.45 -0.059
C -0.2087 0.5439 -0.1403 1.28 1.13 2.64 -0.152
C 0.6054 0.7709 0.9079 -3.82 1.04 -0.94 -0.139
C 0.0179 1.5225 2.0683 0.13 -2.16 1.56 -0.095
H -0.3573 -0.5032 -3.4933 0.98 0.06 1.77 0.084
H -1.4063 0.5074 -2.6561 -0.73 1.11 0.82 0.037
H 2.2315 -0.4434 -1.1032 -0.71 -1.37 -0.62 0.105
H 1.1001 -1.7544 -0.3598 1.12 0.65 -1.79 0.116
H 1.2149 -1.6473 -2.2171 0.91 -0.41 -0.33 0.058
H -1.1206 1.0433 -0.0293 -1.67 0.37 -0.44 0.109
H 1.5451 0.4126 0.8839 3.22 -1.12 0.34 0.059
H -1.0168 1.0337 2.2627 1.60 1.35 -0.04 0.103
H -0.0081 2.5821 1.9412 -0.38 0.72 -0.28 0.059
H 0.6863 1.3544 2.9571 -0.87 0.12 -0.52 0.084
O -1.7500 -1.3907 1.5841 -1.08 -1.09 -2.60 -0.065
H -1.5956 -1.6066 0.6064 -0.55 0.43 2.04 0.077
H -0.8890 -1.1363 1.8449 1.47 0.49 0.60 -0.019
```
Positions in Å, forces in eV/Å.

The value obtained for the max |F| is 5.1 eV/Å. The SMILES is C=C(C)/C=C/C.O. As for the energy above the lowest of the compared OMol25 structures with the same formula, charge and spin: 60.8 kcal per mole. The value obtained for the HOMO energy is -0.315 Eh.


The following is a quantum chemistry calculation of a cluster of 2 separate species, C6H12O in total, from the OMol25 dataset.

Geometry as XYZ:
```
19
Properties=species:S:1:pos:R:3:forces:R:3:lowdin_charge:R:1
C -1.1629 -1.0981 1.7912 -0.04 -0.02 0.00 -0.082
C -0.1851 -0.1381 1.1793 0.03 -0.01 -0.18 -0.128
C 0.0396 -0.0709 -0.1224 -0.10 -0.01 0.12 -0.295
C -0.4660 -0.4591 -1.4453 -0.18 -0.10 -0.04 -0.051
C 0.4495 0.7634 -1.2508 0.00 0.13 0.08 -0.277
C -0.1508 2.1520 -1.2606 -0.01 0.06 -0.06 -0.068
H -2.0935 -0.5472 1.9843 0.08 -0.22 0.09 0.078
H -0.8111 -1.5208 2.7391 -0.02 0.12 -0.19 0.075
H -1.3864 -1.9204 1.1029 0.01 0.17 0.12 0.082
H 0.3409 0.5459 1.8479 -0.12 -0.06 -0.13 0.118
H -1.5336 -0.3065 -1.6023 0.20 0.05 -0.20 0.110
H -0.0401 -1.3084 -1.9844 -0.09 0.20 0.26 0.108
H 1.4537 0.6571 -1.6759 -0.32 0.01 0.19 0.139
H -1.1470 2.1161 -0.8001 0.18 0.04 -0.18 0.085
H -0.2405 2.5452 -2.2781 0.02 0.04 0.14 0.074
H 0.4562 2.8375 -0.6571 -0.08 -0.06 -0.19 0.078
O 2.2437 -1.8064 0.8826 0.41 -0.03 -0.03 -0.066
H 2.7386 -1.0200 1.1395 0.08 -0.16 0.05 0.038
H 1.4948 -1.4213 0.4101 -0.05 -0.14 0.14 -0.019
```
Positions in Å, forces in eV/Å.

The value obtained for the max |F| is 0.4 eV/Å. The SMILES is C/C=C1\C[C@H]1C.O. As for the energy above the lowest of the compared OMol25 structures with the same formula, charge and spin: 48.7 kcal per mole. The value obtained for the HOMO energy is -0.344 Eh.


The following is a quantum chemistry calculation of an isolated molecule of C6H12O, from the OMol25 dataset.

Geometry as XYZ:
```
19
Properties=species:S:1:pos:R:3:forces:R:3:lowdin_charge:R:1
C 2.1406 -0.3375 0.0269 0.12 -0.15 -0.06 -0.092
C 0.9357 0.5505 -0.2316 0.07 0.06 -0.06 -0.211
C -0.4452 -0.0879 -0.2421 0.08 0.16 0.02 -0.416
C -0.9758 -0.6635 -1.5607 0.00 0.13 0.10 -0.031
C -0.8611 -0.7701 1.0370 -0.02 -0.04 0.15 -0.040
C -1.3077 0.6404 0.7929 -0.37 -0.16 -0.06 -0.289
O -0.7315 1.6253 1.6276 -0.34 0.04 -0.04 -0.045
H 2.3206 -1.0780 -0.7562 -0.02 0.05 0.00 0.070
H 2.0227 -0.8742 0.9756 0.03 0.06 -0.17 0.068
H 3.0298 0.2950 0.1212 -0.02 -0.20 -0.06 0.072
H 1.0465 1.1443 -1.1471 0.11 -0.18 -0.03 0.119
H 0.9051 1.2650 0.5935 0.36 -0.07 -0.32 0.094
H -1.0406 0.0762 -2.3677 0.06 0.06 0.22 0.075
H -0.3186 -1.4662 -1.9301 -0.03 0.23 0.25 0.082
H -1.9699 -1.1207 -1.4612 0.18 0.22 0.18 0.078
H -0.0919 -0.9718 1.7786 -0.19 0.25 0.02 0.109
H -1.6287 -1.5409 0.9836 0.18 0.15 -0.08 0.109
H -2.3569 0.8379 0.5944 -0.01 -0.22 -0.09 0.142
H -0.6732 2.4763 1.1653 -0.19 -0.38 0.03 0.106
```
Positions in Å, forces in eV/Å.

The value obtained for the max |F| is 0.5 eV/Å. The SMILES is CC[C@@]1(C)C[C@H]1O. As for the energy above the lowest of the compared OMol25 structures with the same formula, charge and spin: 33.3 kcal per mole. The value obtained for the HOMO energy is -0.348 Eh.


The following is a quantum chemistry calculation of an isolated molecule of C6H12O, from the OMol25 dataset.

Geometry as XYZ:
```
19
Properties=species:S:1:pos:R:3:forces:R:3:lowdin_charge:R:1
C 2.0891 0.1551 -0.4649 -0.01 0.03 -0.06 -0.099
C 1.0449 -0.1524 0.6050 -0.05 -0.10 0.11 -0.206
C -0.3837 -0.2854 0.1021 -0.08 0.23 -0.14 -0.435
C -0.5806 -1.1820 -1.1086 -0.03 -0.05 0.00 -0.042
C -1.4522 -0.2467 1.1723 -0.12 -0.11 0.18 -0.041
C -1.3400 0.8882 0.2180 0.02 -0.36 -0.24 -0.323
O -0.9378 2.1211 0.7363 0.12 0.18 -0.09 -0.008
H 1.9410 1.1522 -0.8931 0.02 -0.10 0.02 0.074
H 2.0544 -0.5716 -1.2844 0.01 0.12 0.12 0.065
H 3.0945 0.1148 -0.0324 -0.14 0.07 -0.10 0.072
H 1.0748 0.6177 1.3831 0.00 -0.09 -0.08 0.111
H 1.3079 -1.1029 1.0929 -0.03 0.15 -0.06 0.119
H -0.4893 -0.6260 -2.0480 0.08 -0.03 0.11 0.084
H 0.1689 -1.9764 -1.1255 -0.06 -0.05 0.02 0.079
H -1.5634 -1.6597 -1.1127 0.03 0.08 0.05 0.080
H -1.1049 -0.0459 2.1822 -0.04 -0.02 -0.11 0.116
H -2.3162 -0.9027 1.1091 0.14 0.06 -0.03 0.106
H -2.1078 0.9457 -0.5574 0.14 0.05 0.11 0.147
H -0.5684 2.6381 0.0092 -0.01 -0.05 0.17 0.099
```
Positions in Å, forces in eV/Å.

The value obtained for the max |F| is 0.4 eV/Å. The SMILES is CC[C@@]1(C)C[C@H]1O. As for the energy above the lowest of the compared OMol25 structures with the same formula, charge and spin: 26.5 kcal per mole. The value obtained for the HOMO energy is -0.340 Eh.


> What is the energy above the lowest of the compared OMol25 structures with the same formula, charge and spin in the sixth record?

48.7 kcal per mole


> Look up the max |F| of the third one.

0.4 eV/Å


> max |F| of number 7 (C6H12O)?

0.5 eV/Å